(1)
{"formula": "C3H22NO9", "method": "ωB97M-V with the def2-TZVPD basis set", "charge": -1, "species": ["C", "O", "C", "C", "O", "N", "H", "H", "H", "H", "H", "H", "H", "H", "H", "H", "O", "H", "H", "O", "H", "H", "O", "H", "H", "O", "H", "H", "O", "H", "H", "O", "H", "H", "O"], "positions_angstrom": [[-1.858, 0.834, 0.655], [-2.439, 1.910, -0.074], [-0.611, 0.293, -0.039], [0.618, 1.199, 0.179], [1.755, 0.638, -0.430], [-0.342, -1.080, 0.427], [-2.602, 0.042, 0.800], [-1.594, 1.251, 1.628], [-0.769, 0.255, -1.113], [0.413, 2.172, -0.289], [0.800, 1.363, 1.255], [1.533, -0.182, -1.656], [0.570, -1.349, 0.064], [-0.253, -1.080, 1.447], [0.814, -1.591, 4.480], [1.282, -0.288, 3.760], [0.484, -0.833, 3.979], [-1.660, -1.675, -2.526], [-2.212, 0.297, -2.951], [-1.311, -1.084, -3.234], [-2.139, 1.795, -3.331], [-2.608, 1.629, -1.013], [-2.692, 1.164, -2.826], [2.518, 1.547, 3.512], [3.098, 0.475, 2.513], [2.707, 0.588, 3.462], [2.771, 0.483, 0.363], [3.865, -0.604, 0.918], [3.633, 0.331, 1.069], [-2.982, -2.118, -0.758], [-1.490, -2.153, -0.407], [-2.167, -2.524, -1.038], [1.797, -0.065, -3.208], [-0.328, -0.979, -3.052], [1.402, -0.662, -2.566]], "lowdin_charge": [-0.226, -0.101, -0.354, -0.252, -0.271, 0.049, 0.109, 0.118, 0.109, 0.114, 0.113, -0.003, 0.089, 0.082, 0.021, -0.023, -0.112, 0.010, -0.004, -0.117, 0.060, 0.048, -0.102, 0.053, -0.001, -0.138, -0.011, 0.036, -0.181, 0.032, 0.008, -0.091, 0.032, 0.030, -0.126]}


(2)
{"formula": "C41H35AsBrN7OOs", "method": "ωB97M-V with the def2-TZVPD basis set", "spin_multiplicity": 5, "charge": 2, "species": ["Os", "C", "C", "C", "C", "C", "C", "N", "C", "C", "C", "C", "C", "C", "N", "N", "C", "C", "C", "C", "C", "N", "H", "H", "H", "H", "H", "H", "H", "H", "H", "H", "H", "H", "H", "Br", "C", "C", "C", "C", "C", "C", "N", "N", "C", "C", "C", "C", "O", "C", "N", "C", "C", "C", "C", "H", "H", "H", "H", "H", "H", "H", "H", "H", "C", "As", "C", "C", "C", "C", "C", "C", "C", "C", "H", "H", "H", "H", "H", "H", "H", "H", "H", "H", "H", "H", "H"], "positions_angstrom": [[-0.586, 0.929, 1.476], [3.526, -1.877, -1.733], [3.734, -0.588, -1.249], [3.034, -0.136, -0.148], [2.148, -0.987, 0.514], [1.924, -2.276, 0.015], [2.609, -2.711, -1.108], [1.467, -0.491, 1.613], [1.390, -1.176, 2.752], [2.077, -2.370, 3.096], [1.900, -2.924, 4.344], [1.073, -2.309, 5.292], [0.415, -1.117, 4.990], [0.570, -0.582, 3.739], [0.045, 0.650, 3.324], [0.190, 1.627, 4.202], [-0.017, 2.816, 3.611], [0.111, 4.008, 4.343], [-0.075, 5.204, 3.705], [-0.402, 5.204, 2.342], [-0.530, 4.009, 1.682], [-0.335, 2.814, 2.279], [4.090, -2.242, -2.580], [4.458, 0.061, -1.725], [3.200, 0.858, 0.251], [1.199, -2.919, 0.498], [2.439, -3.710, -1.486], [2.760, -2.822, 2.391], [2.424, -3.834, 4.603], [0.963, -2.746, 6.274], [-0.192, -0.606, 5.729], [0.360, 3.937, 5.392], [0.022, 6.136, 4.244], [-0.563, 6.127, 1.806], [-0.816, 3.978, 0.641], [6.197, 0.497, -6.822], [4.403, 0.103, -6.445], [3.397, 0.643, -7.238], [2.082, 0.340, -6.956], [1.768, -0.481, -5.864], [2.788, -1.039, -5.083], [4.101, -0.743, -5.379], [0.423, -0.729, -5.668], [-0.114, -1.330, -4.720], [-0.205, -1.141, -3.419], [-0.873, -2.207, -2.721], [-1.108, -2.198, -1.388], [-0.758, -1.048, -0.626], [-0.975, -0.966, 0.611], [-0.156, 0.096, -1.319], [0.044, 1.187, -0.534], [0.657, 2.246, -1.062], [1.021, 2.288, -2.402], [0.747, 1.216, -3.224], [0.165, 0.063, -2.680], [3.649, 1.283, -8.072], [1.278, 0.727, -7.568], [2.554, -1.708, -4.264], [4.906, -1.172, -4.801], [-1.172, -3.051, -3.330], [-1.582, -3.022, -0.874], [0.859, 3.074, -0.399], [1.499, 3.175, -2.792], [0.991, 1.279, -4.273], [-3.602, 3.238, 0.897], [-2.940, 1.421, 0.952], [-3.521, 0.705, -0.752], [-4.094, 0.521, 2.245], [-3.716, -0.931, 2.337], [-4.295, -1.868, 1.486], [-3.890, -3.196, 1.522], [-2.900, -3.597, 2.409], [-2.330, -2.670, 3.270], [-2.738, -1.346, 3.235], [-3.521, 3.693, 1.882], [-4.650, 3.205, 0.601], [-3.052, 3.834, 0.173], [-4.572, 0.957, -0.892], [-3.408, -0.378, -0.749], [-2.941, 1.141, -1.565], [-5.121, 0.659, 1.902], [-3.978, 1.038, 3.198], [-5.089, -1.567, 0.813], [-4.365, -3.920, 0.873], [-2.594, -4.634, 2.449], [-1.580, -2.984, 3.983], [-2.307, -0.630, 3.927]], "lowdin_charge": [1.311, -0.083, -0.057, -0.020, -0.297, -0.041, -0.053, 0.095, -0.220, 0.029, -0.039, -0.023, -0.011, -0.222, -0.214, 0.123, -0.324, 0.024, -0.029, -0.033, -0.167, -0.095, 0.101, 0.115, 0.122, 0.127, 0.119, 0.120, 0.120, 0.122, 0.128, 0.129, 0.125, 0.120, 0.088, 0.834, -0.677, -0.095, 0.005, -0.278, -0.009, -0.107, 0.145, 0.136, -0.189, 0.049, 0.022, -0.357, -0.136, -0.154, -0.043, -0.084, 0.012, 0.053, -0.044, 0.115, 0.128, 0.099, 0.104, 0.137, 0.133, 0.110, 0.130, 0.114, -0.251, 1.099, -0.230, -0.271, -0.329, -0.057, -0.067, -0.067, -0.063, -0.073, 0.043, 0.048, 0.030, 0.054, 0.024, 0.039, 0.096, 0.091, 0.118, 0.113, 0.111, 0.101, 0.100]}


(3)
{"formula": "C4H13N4O", "method": "ωB97M-V with the def2-TZVPD basis set", "spin_multiplicity": 2, "charge": 0, "species": ["C", "C", "O", "N", "H", "H", "H", "H", "H", "C", "C", "N", "N", "N", "H", "H", "H", "H", "H", "H", "H", "H"], "positions_angstrom": [[1.793, -0.717, 2.298], [0.882, 0.379, 2.612], [-0.158, 0.459, 1.940], [1.013, 1.227, 3.649], [2.874, -0.727, 2.389], [1.762, -0.935, 1.212], [0.257, 1.794, 3.988], [1.804, 1.100, 4.259], [1.412, -1.566, 2.879], [-0.882, -1.050, -3.880], [-0.676, -0.105, -1.588], [0.205, 0.495, -0.704], [-0.254, -0.213, -2.884], [-1.989, -0.273, -1.244], [1.037, 0.885, -1.141], [-0.046, 0.534, 0.309], [0.736, -0.077, -2.985], [-2.681, -0.522, -1.930], [-2.259, 0.089, -0.343], [-0.257, -1.850, -4.267], [-1.298, -0.414, -4.663], [-1.725, -1.672, -3.563]], "lowdin_charge": [-0.015, -0.572, -0.031, 0.175, 0.080, 0.090, 0.115, 0.106, 0.104, -0.157, -0.583, 0.087, -0.052, 0.110, 0.062, 0.031, 0.103, 0.062, 0.075, 0.067, 0.074, 0.068]}


For the records above, the corresponding calculated total energy values read -859.52607 -6941.78472 -454.38344 a.u..
For the records above, the corresponding energy relative to the best compared isomer or geometry (same formula, charge and spin) values read 0.000 0.903 0.972 eV.